Record 1
C7H11F | the ωB97M-V functional and the def2-TZVPD basis

ORCA input file:
```
! wB97M-V def2-TZVPD RIJCOSX def2/J DEFGRID3
* xyz 0 1
C -1.73 -1.71 -0.23
C -2.00 -0.22 -0.27
C -1.00 0.57 0.13
C 0.52 0.62 0.23
C 1.11 -0.49 1.22
C 1.38 -0.47 -0.18
C 2.64 -0.03 -0.74
H -0.82 -1.84 0.65
H -2.63 -2.08 0.47
H -1.33 -2.39 -1.30
H -3.06 0.17 -0.42
H 0.83 1.63 0.32
H 0.51 -1.26 1.68
H 2.20 -0.11 1.65
H 0.96 -1.27 -0.63
H 2.67 1.37 -0.60
H 3.65 -0.66 -0.08
H 2.22 -0.39 -2.12
F -1.19 1.92 -0.06
*
```

Properties
HOMO, eV: -8.82

Record 2
C7H11F3NO6S | the ωB97M-V functional and the def2-TZVPD basis

ORCA input file:
```
! wB97M-V def2-TZVPD RIJCOSX def2/J DEFGRID3
* xyz -1 1
O 3.33 1.61 1.43
C 3.27 1.97 0.24
O 3.94 1.42 -0.68
C 2.34 3.15 -0.23
N 1.37 2.65 -1.22
C 0.01 3.16 -1.02
C -0.87 2.32 -0.03
C -1.45 1.03 -0.62
F -0.52 0.21 -1.20
F -2.01 0.32 0.45
F -2.45 1.25 -1.50
H 3.01 3.90 -0.71
H 1.83 3.64 0.64
H 1.41 1.63 -1.26
H -0.50 3.29 -2.00
H 0.13 4.17 -0.57
H -1.75 2.96 0.23
H -0.37 2.12 0.94
C -0.49 -2.79 0.19
C -1.91 -3.07 0.62
O -2.00 -4.50 0.66
S -0.57 -5.12 1.07
O -0.58 -5.40 2.46
O -0.21 -6.09 0.10
O 0.31 -3.79 0.84
H -0.38 -2.92 -0.89
H -0.16 -1.79 0.48
H -2.64 -2.65 -0.06
H -2.09 -2.69 1.63
*
```

Properties
HOMO, eV: -4.19

Record 3
C7H11F4NO2 | the ωB97M-V functional and the def2-TZVPD basis

ORCA input file:
```
! wB97M-V def2-TZVPD RIJCOSX def2/J DEFGRID3
* xyz 0 3
C 0.90 1.53 -3.69
C 2.46 -1.53 0.73
C 0.04 1.10 3.21
C 1.03 -1.24 0.22
C -0.51 0.26 2.09
C -0.92 0.20 0.42
C -3.05 -0.19 -2.60
N 0.37 -0.07 0.88
O 1.44 0.64 -4.13
O 0.35 2.41 -3.19
F -0.81 1.49 0.07
F -4.11 -0.85 -2.17
F -1.95 -0.85 -2.17
F -3.12 -0.23 -3.89
H 2.77 -0.97 1.61
H 2.61 -2.62 0.96
H 3.18 -1.06 0.00
H 0.25 2.17 2.98
H -0.59 1.05 4.11
H 0.98 0.73 3.55
H 0.44 -2.12 0.32
H 1.21 -0.75 -0.76
H -2.99 0.82 -2.29
H -1.01 -0.57 2.64
H 1.02 0.65 1.09
*
```

Properties
HOMO (spin up / spin down), eV: -3.19 / -9.18
<S²>: 2.008

Record 4
C7H11FN | the ωB97M-V functional and the def2-TZVPD basis

ORCA input file:
```
! wB97M-V def2-TZVPD RIJCOSX def2/J DEFGRID3
* xyz 1 1
C -1.58 0.26 -1.24
C -1.43 0.27 0.21
F -2.18 -0.64 0.83
C -1.15 1.39 0.88
C 0.01 2.11 0.60
C 1.19 1.67 0.00
C 1.55 0.32 0.12
C 0.65 -0.74 0.03
N 0.81 -2.08 0.75
H -0.74 0.95 -1.58
H -2.52 0.63 -1.73
H -1.35 -0.77 -1.52
H -1.48 1.61 1.84
H 0.09 3.22 0.98
H 1.98 2.39 -0.17
H 2.51 0.19 0.68
H 0.08 -0.93 -0.81
H 1.29 -2.02 1.63
H 1.37 -2.74 0.23
H -0.08 -2.61 0.82
*
```

Properties
HOMO, eV: -12.82

Record 5
C7H11FN2O4 | the ωB97M-V functional and the def2-TZVPD basis

ORCA input file:
```
! wB97M-V def2-TZVPD RIJCOSX def2/J DEFGRID3
* xyz 0 1
C 2.67 -1.25 0.18
C -2.24 -1.47 -0.16
C 2.16 1.22 0.26
C -0.01 2.29 0.40
C -0.28 -0.13 0.37
C 1.85 -0.08 -0.31
C -2.74 -2.86 -0.32
N 1.30 2.35 -0.11
N -0.93 1.12 -0.19
O 2.25 -2.12 0.91
O 3.74 -0.93 -0.31
O -2.92 -0.45 -0.29
O -0.95 -1.33 0.08
F 1.58 0.02 -1.59
H 1.99 1.16 1.26
H 3.19 1.50 -0.01
H 0.12 2.25 1.48
H -0.32 3.26 0.16
H -0.32 0.20 1.51
H -2.92 -3.26 -1.28
H -3.82 -2.89 -0.01
H -2.09 -3.61 0.18
H 1.46 2.73 -1.00
H -2.00 1.14 -0.04
H -0.77 1.12 -1.19
*
```

Properties
HOMO, eV: -8.31

Record 6
C7H11FNS | the ωB97M-V functional and the def2-TZVPD basis

ORCA input file:
```
! wB97M-V def2-TZVPD RIJCOSX def2/J DEFGRID3
* xyz 1 1
C 4.35 0.76 -0.40
C 3.62 -0.13 -1.20
C 3.80 1.09 0.82
C 2.39 -0.60 -0.82
C 2.60 0.60 1.24
C 1.84 -0.13 0.36
C -3.53 1.11 -0.31
N -2.18 -0.52 1.29
F 0.63 -0.65 0.77
S -2.20 -0.12 -0.43
H 5.25 1.10 -0.78
H 4.08 -0.39 -2.23
H 4.37 1.75 1.48
H 1.78 -1.28 -1.40
H 2.08 0.90 2.18
H -3.37 2.21 0.13
H -4.24 0.62 0.28
H -3.74 1.26 -1.36
H -3.07 -0.54 1.70
H -1.40 -0.28 2.03
H -1.94 -1.50 1.00
*
```

Properties
HOMO, eV: -12.17

Record 7
C7H11I | the ωB97M-V functional and the def2-TZVPD basis

ORCA input file:
```
! wB97M-V def2-TZVPD RIJCOSX def2/J DEFGRID3
* xyz 0 1
C -2.21 -0.77 -0.27
C -0.93 -0.88 -0.03
C -0.24 -2.13 0.03
C -0.02 0.19 0.34
C -0.13 0.62 1.65
C 1.09 0.52 -0.64
C 1.11 2.01 -0.75
I 3.19 -0.12 -0.18
H -2.76 -1.47 -0.89
H -2.70 0.20 -0.32
H -0.61 -2.69 0.93
H 0.80 -1.87 0.26
H -0.29 -2.89 -0.81
H 0.45 1.30 2.30
H -0.94 0.28 2.27
H 0.90 0.11 -1.61
H 1.40 2.51 0.26
H 1.67 2.55 -1.58
H 0.22 2.54 -0.96
*
```

Properties
HOMO, eV: -9.14

Record 8
C7H11I2N2O5SV | the ωB97M-V functional and the def2-TZVPD basis

ORCA input file:
```
! wB97M-V def2-TZVPD RIJCOSX def2/J DEFGRID3
* xyz -2 3
C 2.16 1.73 -0.77
I 3.89 0.75 -0.85
H 2.08 2.82 -0.91
H 1.52 1.27 -1.52
H 1.75 1.50 0.25
C -0.10 -1.85 -3.46
C -0.49 -0.33 -1.83
N -0.13 -1.62 -2.10
H -0.59 -0.46 -5.09
I -3.65 0.57 -0.72
N -0.73 0.22 -3.04
H 0.12 -2.80 -3.89
V -1.03 0.32 -0.01
C -0.74 2.09 -0.42
O -0.42 3.21 -0.58
C -0.46 -0.69 -4.06
C -1.18 1.57 -3.30
H -1.52 1.59 -4.35
H -0.38 2.31 -3.18
H -2.03 1.81 -2.66
C 0.13 -2.63 -1.09
H 0.52 -3.51 -1.59
H -0.82 -2.89 -0.58
H 0.83 -2.27 -0.33
O -1.33 -0.79 3.50
S -0.60 0.10 2.61
O 0.63 0.67 3.11
O -0.20 -0.74 1.26
O -1.49 1.18 1.96
*
```

Properties
HOMO (spin up / spin down), eV: 0.61 / 1.49
<S²>: 2.125

Record 9
C7H11N | the ωB97M-V functional and the def2-TZVPD basis

ORCA input file:
```
! wB97M-V def2-TZVPD RIJCOSX def2/J DEFGRID3
* xyz 0 1
C -2.96 -0.54 -0.42
N -1.89 0.01 -0.65
C -0.74 -0.05 0.25
C 0.41 0.91 0.13
C 1.06 1.83 1.09
C 0.71 0.56 -1.33
C 0.48 -0.56 -0.39
C 1.27 -1.79 0.05
H -3.60 -0.54 -1.32
H -3.32 -1.10 0.42
H -0.95 -0.37 1.29
H 2.16 1.61 1.09
H 0.56 1.67 2.06
H 0.95 2.89 0.74
H -0.13 0.77 -2.12
H 1.76 0.84 -1.43
H 2.03 -2.10 -0.61
H 0.44 -2.48 0.18
H 1.75 -1.56 0.98
*
```

Properties
HOMO, eV: -8.32

Record 10
C7H11N | the ωB97M-V functional and the def2-TZVPD basis

ORCA input file:
```
! wB97M-V def2-TZVPD RIJCOSX def2/J DEFGRID3
* xyz 0 1
C 0.01 0.78 1.82
C -1.03 0.95 1.08
C -0.68 0.93 -0.38
C -1.21 -0.49 -0.95
C -0.11 -1.38 -0.76
C 1.16 -0.50 -0.92
N 0.94 0.90 -0.33
C 1.35 0.86 1.16
H -0.04 0.93 2.87
H -1.90 0.89 1.59
H -1.22 1.74 -0.78
H -1.98 -1.18 -0.39
H -1.70 -0.28 -1.89
H -0.34 -2.04 -1.70
H -0.16 -2.24 0.15
H 2.11 -0.94 -0.70
H 1.04 -0.42 -2.10
H 1.82 -0.17 1.20
H 1.95 1.66 1.05
*
```

Properties
HOMO, eV: -8.80

Record 11
C7H11N | the ωB97M-V functional and the def2-TZVPD basis

ORCA input file:
```
! wB97M-V def2-TZVPD RIJCOSX def2/J DEFGRID3
* xyz 0 1
N -2.18 0.10 -0.18
C -0.80 0.01 0.02
C -0.13 -1.09 -0.91
C 1.32 -0.65 -0.62
C 1.34 -0.19 0.78
C -0.10 -0.28 1.28
C 1.42 0.83 -0.38
C -0.05 1.35 -0.43
H -2.53 0.73 0.52
H -2.64 -0.85 -0.04
H -0.39 -2.06 -0.56
H -0.37 -0.94 -2.00
H 2.17 -1.19 -0.98
H 2.12 -0.37 1.49
H -0.28 -1.29 1.69
H -0.38 0.44 2.01
H 2.19 1.62 -0.50
H -0.27 2.20 0.27
H -0.46 1.61 -1.47
*
```

Properties
HOMO, eV: -9.16

Record 12
C7H11N | the ωB97M-V functional and the def2-TZVPD basis

ORCA input file:
```
! wB97M-V def2-TZVPD RIJCOSX def2/J DEFGRID3
* xyz 0 1
C 0.96 1.68 1.15
C -0.03 0.72 0.61
C -0.42 0.88 -0.80
C 0.18 -0.47 -1.45
C -0.06 -1.92 -1.66
C -0.19 -1.42 -0.30
C 0.07 -0.65 1.03
N -1.03 0.25 1.56
H 2.01 1.44 0.73
H 1.05 1.87 2.36
H 0.48 2.63 0.85
H -1.50 0.71 -0.91
H -0.03 1.87 -1.18
H 1.18 -0.54 -1.16
H -1.17 -2.45 -1.88
H 1.04 -2.11 -2.08
H -1.36 -1.51 -0.14
H 0.83 -0.93 1.83
H -2.00 -0.06 1.44
*
```

Properties
HOMO, eV: -8.43

Record 13
C7H11N2 | the ωB97M-V functional and the def2-TZVPD basis

ORCA input file:
```
! wB97M-V def2-TZVPD RIJCOSX def2/J DEFGRID3
* xyz 1 1
C -3.09 0.66 0.53
C -2.12 1.35 -0.13
C -3.04 -0.76 0.34
C -0.83 0.69 -0.63
C -1.07 -0.86 -0.85
C 0.39 0.63 0.29
C 2.44 -0.76 0.53
N -2.12 -1.46 -0.28
N 1.69 0.23 -0.26
H -4.07 1.21 0.82
H -2.33 2.42 -0.41
H -3.87 -1.41 0.68
H -0.54 1.08 -1.54
H -0.35 -1.51 -1.28
H 0.11 0.46 1.24
H 1.72 -1.66 0.77
H 3.35 -1.15 -0.13
H 2.86 -0.24 1.43
H 1.33 -0.16 -1.21
H 2.36 0.89 -0.43
*
```

Properties
HOMO (spin up / spin down), eV: -11.45 / -12.76

Record 14
C7H11N2 | the ωB97M-V functional and the def2-TZVPD basis

ORCA input file:
```
! wB97M-V def2-TZVPD RIJCOSX def2/J DEFGRID3
* xyz 1 1
C -3.11 1.05 -0.06
C -2.58 -0.14 0.08
C -1.19 -0.35 0.04
N -0.21 0.71 0.06
N 1.03 0.09 0.02
C 1.66 0.56 -1.15
C 1.78 0.45 1.30
C 0.86 -1.38 -0.05
C -0.45 -1.61 0.09
H -4.13 1.21 -0.13
H -2.44 1.77 -0.34
H -3.22 -1.01 -0.01
H 1.48 -0.27 -1.85
H 1.30 1.37 -1.68
H 2.82 0.53 -1.08
H 1.24 -0.05 2.05
H 2.75 0.21 1.09
H 1.45 1.51 1.36
H 1.76 -1.95 0.00
H -0.79 -2.69 0.26
*
```

Properties
HOMO (spin up / spin down), eV: -13.76 / -13.76

Record 15
C7H11N2O2 | the ωB97M-V functional and the def2-TZVPD basis

ORCA input file:
```
! wB97M-V def2-TZVPD RIJCOSX def2/J DEFGRID3
* xyz -1 1
C -0.16 1.23 -2.66
C 0.29 1.94 -3.89
C 0.76 1.01 -1.50
O 1.74 1.75 -1.42
O 0.40 0.17 -0.68
H -0.97 1.69 -2.08
H -0.65 0.35 -3.18
H 0.00 2.96 -3.90
H -0.09 1.48 -4.84
H 1.47 2.21 -3.88
C -0.88 -3.01 2.77
C -0.30 0.48 2.82
C -0.39 -1.57 2.56
C 0.42 -1.13 1.44
N -0.63 -0.65 3.47
N 0.61 0.25 1.76
H -0.23 1.37 3.39
H 0.86 0.91 1.05
H 0.84 -1.45 0.42
H -1.88 -2.79 3.11
H -0.29 -3.65 3.47
H -0.92 -3.54 1.77
*
```

Properties
HOMO, eV: -4.47

Record 16
C7H11N2O2 | the ωB97M-V functional and the def2-TZVPD basis

ORCA input file:
```
! wB97M-V def2-TZVPD RIJCOSX def2/J DEFGRID3
* xyz -1 1
C 0.46 -2.71 -1.80
C -0.14 -2.14 -0.56
C 0.52 -1.26 0.27
C -1.49 -1.74 1.03
N -1.40 -2.39 -0.10
N -0.38 -1.03 1.30
H 1.24 -3.43 -1.51
H 0.98 -2.00 -2.45
H 1.47 -0.79 0.40
H -2.29 -1.84 1.75
H -0.16 -0.37 2.04
H -0.26 -3.22 -2.44
C -0.31 2.60 0.46
C 0.23 2.46 -0.98
C 0.53 1.81 1.49
O 0.09 1.81 2.67
O 1.54 1.21 1.07
H -0.52 3.61 0.78
H -1.25 2.03 0.49
H 1.30 2.64 -0.96
H -0.20 3.27 -1.59
H 0.03 1.46 -1.34
*
```

Properties
HOMO, eV: -4.60

Record 17
C7H11N2O3 | the ωB97M-V functional and the def2-TZVPD basis

ORCA input file:
```
! wB97M-V def2-TZVPD RIJCOSX def2/J DEFGRID3
* xyz -1 1
C -2.49 -2.12 0.15
C -1.63 -2.77 2.53
C -0.35 -0.10 0.59
C 0.18 -0.05 -1.88
C 1.86 -0.55 0.01
C -1.89 1.43 1.40
C 0.41 -0.71 -0.53
N -2.46 -2.51 1.27
N -1.17 0.83 0.32
O -2.56 -1.86 -0.99
O -2.28 -2.63 3.49
O -0.53 -3.09 2.23
H -0.18 -0.55 1.60
H 0.84 0.82 -2.06
H -0.91 0.37 -1.87
H 0.27 -0.78 -2.53
H 1.92 -0.96 1.14
H 2.04 0.58 -0.14
H 2.58 -1.15 -0.68
H -2.51 2.28 1.21
H -2.61 0.58 1.75
H -1.14 1.91 2.22
H 0.38 -1.78 -0.56
*
```

Properties
HOMO, eV: -5.08

Record 18
C7H11N3O2 | the ωB97M-V functional and the def2-TZVPD basis

ORCA input file:
```
! wB97M-V def2-TZVPD RIJCOSX def2/J DEFGRID3
* xyz 0 1
C 3.18 1.42 -0.39
C 1.83 1.64 0.12
N 1.01 0.64 0.06
N 1.37 -0.56 -0.19
C 0.50 -1.50 0.13
C 0.80 -2.90 -0.19
N -0.71 -1.10 0.49
C -0.86 0.21 0.79
C -2.01 0.93 0.38
O -2.23 0.86 -1.02
C -3.04 0.11 -0.30
O -4.31 0.56 -0.10
H 3.25 0.39 -0.59
H 3.94 1.81 0.32
H 3.43 1.85 -1.40
H 1.35 2.57 0.51
H 0.04 -3.54 0.32
H 0.85 -3.08 -1.29
H 1.83 -3.24 0.14
H -0.61 0.47 1.79
H -2.24 1.91 0.93
H -2.94 -0.96 -0.55
H -4.43 1.51 0.02
*
```

Properties
HOMO, eV: -7.71

Record 19
C7H11N3O2 | the ωB97M-V functional and the def2-TZVPD basis

ORCA input file:
```
! wB97M-V def2-TZVPD RIJCOSX def2/J DEFGRID3
* xyz 0 3
C 0.18 0.00 1.06
C 0.89 1.04 1.40
C -0.51 -0.30 -0.16
C -2.06 2.82 0.43
C -0.66 -1.62 -0.68
C -0.02 -3.03 0.12
C 1.39 1.92 -0.89
N -1.16 0.72 -0.70
N -0.13 -4.27 -0.28
N 1.43 1.96 0.60
O -2.87 3.06 -0.35
O -1.16 2.68 1.14
H 0.06 -0.79 1.84
H 1.32 1.16 2.35
H -1.38 -2.00 -1.32
H 0.67 -2.87 0.91
H 1.77 2.94 -1.27
H 2.16 1.09 -1.18
H 0.48 1.70 -1.34
H -1.63 0.39 -1.56
H 0.44 -4.93 0.11
H -0.67 -4.58 -1.18
H 1.46 2.89 0.97
*
```

Properties
HOMO (spin up / spin down), eV: -5.32 / -7.85
<S²>: 2.032

Record 20
C7H11N3O3 | the ωB97M-V functional and the def2-TZVPD basis

ORCA input file:
```
! wB97M-V def2-TZVPD RIJCOSX def2/J DEFGRID3
* xyz 0 1
O 4.24 -1.09 0.15
C 3.11 -0.59 -0.09
C 1.93 -1.42 -0.47
C 0.76 -0.65 -0.80
N 0.64 0.70 -0.62
C 1.64 1.50 -0.01
O 1.58 2.66 0.36
N 2.87 0.77 -0.17
H 1.87 -2.60 -0.49
H -0.28 -1.06 -1.00
H -0.15 1.13 -0.93
H 3.53 1.39 0.15
C -2.53 1.56 -0.30
N -1.97 0.49 0.47
C -1.82 -0.74 0.10
C -1.06 -1.61 1.12
O -2.38 -1.29 -0.85
H -3.31 1.17 -1.09
H -2.97 2.49 0.36
H -1.74 2.12 -0.84
H -1.29 0.77 1.14
H -0.95 -1.18 2.10
H -0.13 -1.89 0.53
H -1.60 -2.64 1.19
*
```

Properties
HOMO, eV: -9.35

Record 21
C7H11N3OS | the ωB97M-V functional and the def2-TZVPD basis

ORCA input file:
```
! wB97M-V def2-TZVPD RIJCOSX def2/J DEFGRID3
* xyz 0 1
C -0.76 2.08 -0.07
C -0.50 3.27 0.58
C 0.41 1.71 -0.72
C 1.22 -0.16 -2.36
C 0.71 0.33 -1.26
C -0.83 -2.22 -0.56
C 0.16 -1.31 0.12
N 0.77 3.65 0.36
N 1.30 2.65 -0.42
N -0.02 -2.23 2.38
O -1.88 -0.64 1.59
S -0.39 -0.64 1.62
H -1.68 1.53 -0.10
H -1.18 3.70 1.30
H 1.27 -1.15 -2.65
H 1.27 0.47 -3.26
H -1.77 -1.84 -0.32
H -0.60 -2.34 -1.55
H -0.57 -3.17 -0.04
H 1.21 -1.83 0.29
H 2.29 2.85 -0.70
H 0.52 -2.15 3.20
H -0.95 -2.55 2.55
*
```

Properties
HOMO, eV: -8.53

Record 22
C7H11N4O2 | the ωB97M-V functional and the def2-TZVPD basis

ORCA input file:
```
! wB97M-V def2-TZVPD RIJCOSX def2/J DEFGRID3
* xyz 1 1
C -0.37 2.08 -0.97
N -0.80 1.05 0.02
C -2.18 0.68 0.20
C -2.14 -0.62 0.99
C -0.89 -1.14 0.39
N -0.05 -0.09 0.14
C 1.26 -0.11 0.06
C 2.03 1.10 0.11
N 2.97 1.81 0.19
O 3.76 2.65 0.26
N 2.00 -1.29 -0.10
C 1.56 -2.58 -0.51
O 1.96 -3.59 -0.04
H 0.34 1.78 -1.57
H -1.29 2.44 -1.41
H 0.04 2.83 -0.38
H -2.83 0.52 -0.60
H -2.57 1.43 0.85
H -3.02 -1.14 0.78
H -1.85 -0.32 2.03
H -0.44 -1.97 1.00
H -1.09 -1.61 -0.58
H 2.87 -1.40 0.43
H 0.77 -2.52 -1.30
*
```

Properties
HOMO (spin up / spin down), eV: -13.08 / -13.08